The following is a DFT calculation (ωB97M-V/def2-TZVPD) of 2 unconnected molecules or ions with the total composition C9H22N2Si in a non-equilibrium geometry.

Positions of all 34 atoms, in Å:
1 C -1.8381 3.0792 -0.3579
2 C -1.9952 1.5813 -0.7447
3 Si -0.9325 0.3458 -0.0405
4 C 0.2632 0.5510 1.3712
5 C -0.4493 0.8145 2.7447
6 C 1.2420 1.6844 1.0506
7 N -1.1389 -1.2966 -0.5754
8 C -1.6349 -1.4791 -1.9282
9 C -1.5179 -2.2695 0.3778
10 H -1.9334 3.3770 0.6952
11 H -0.7362 3.3862 -0.6839
12 H -2.4763 3.7211 -1.0863
13 H -2.2417 1.2989 -1.7313
14 H 0.8654 -0.3498 1.4437
15 H 0.2360 0.6748 3.5967
16 H -0.7004 1.8448 2.5609
17 H -1.4075 0.3916 2.9035
18 H 1.8489 1.9153 2.0203
19 H 0.6074 2.5658 0.6245
20 H 1.9137 1.3688 0.2549
21 H -1.5396 -2.4862 -2.5746
22 H -2.7134 -1.2331 -1.8670
23 H -1.1504 -0.6495 -2.4528
24 H -0.8500 -2.1403 1.3033
25 H -2.5716 -2.3592 0.6274
26 H -1.1204 -3.1811 0.0132
27 C 3.5455 -0.6133 -0.7158
28 N 2.5782 -1.2520 -0.2196
29 C 2.1364 -2.4121 -0.9478
30 H 3.8281 0.3318 -0.2670
31 H 4.0115 -0.7277 -1.6484
32 H 2.5124 -2.4580 -2.0256
33 H 2.4476 -3.3059 -0.4942
34 H 1.0425 -2.1274 -1.0068

Calculated values
Molar mass, g mol⁻¹: 186.4
Structure (SMILES): C/C=[Si](\C(C)C)N(C)C.C=NC
Total charge: 0
Relative energy (zero: lowest compared OMol25 entry of this formula, charge and spin), kJ/mol: 491.17
Total energy, hartree: -754.95850



The following is a DFT calculation (ωB97M-V/def2-TZVPD) of C9H22N2Si in the gas phase in a non-equilibrium geometry.

Positions of all 34 atoms, in Å:
1 C -3.5293 -1.6123 0.6036
2 C -2.4567 -0.9083 -0.1789
3 C -2.0823 0.3335 0.5209
4 Si -0.4700 1.2630 0.0626
5 N -0.7199 1.8532 -1.5530
6 N -0.1964 2.3112 1.4344
7 C 1.2634 0.3799 -0.1164
8 C 2.0471 0.8091 -1.3133
9 C 1.6109 0.0317 -2.5179
10 C 1.6648 -0.5633 0.7297
11 C 0.8753 -0.8821 1.9983
12 C 2.9633 -1.2962 0.6087
13 H -4.3102 -1.0116 0.8835
14 H -3.8061 -2.4131 -0.0550
15 H -3.1037 -1.8999 1.5004
16 H -1.5538 -1.6497 -0.0803
17 H -2.8748 -0.6855 -1.1032
18 H -1.9499 -0.0879 1.5467
19 H -2.9870 1.0873 0.3386
20 H -0.7512 2.8356 -1.6953
21 H -0.2827 1.3391 -2.2352
22 H 0.5939 2.8862 1.5941
23 H -1.0346 2.8394 1.8551
24 H 3.0941 0.8967 -1.1800
25 H 1.7744 1.9274 -1.5084
26 H 0.7660 -0.4597 -2.1783
27 H 1.2226 0.6482 -3.3815
28 H 2.3268 -0.5634 -2.8763
29 H 0.2315 -0.0755 2.1650
30 H 1.5646 -1.0163 2.8317
31 H 0.3511 -1.7836 1.7446
32 H 3.4402 -0.9253 -0.3262
33 H 3.6384 -1.1828 1.4277
34 H 2.6803 -2.4249 0.4534

Calculated values
Molar mass, g mol⁻¹: 186.4
Structure (SMILES): CCC[Si](N)(N)C(CC)=C(C)C
Total charge: 0
Relative energy (zero: lowest compared OMol25 entry of this formula, charge and spin), kJ/mol: 110.65
Total energy, hartree: -755.10344



Repeat the second record exactly.
The following is a DFT calculation (ωB97M-V/def2-TZVPD) of C9H22N2Si in the gas phase in a non-equilibrium geometry.

Positions of all 34 atoms, in Å:
1 C -3.5293 -1.6123 0.6036
2 C -2.4567 -0.9083 -0.1789
3 C -2.0823 0.3335 0.5209
4 Si -0.4700 1.2630 0.0626
5 N -0.7199 1.8532 -1.5530
6 N -0.1964 2.3112 1.4344
7 C 1.2634 0.3799 -0.1164
8 C 2.0471 0.8091 -1.3133
9 C 1.6109 0.0317 -2.5179
10 C 1.6648 -0.5633 0.7297
11 C 0.8753 -0.8821 1.9983
12 C 2.9633 -1.2962 0.6087
13 H -4.3102 -1.0116 0.8835
14 H -3.8061 -2.4131 -0.0550
15 H -3.1037 -1.8999 1.5004
16 H -1.5538 -1.6497 -0.0803
17 H -2.8748 -0.6855 -1.1032
18 H -1.9499 -0.0879 1.5467
19 H -2.9870 1.0873 0.3386
20 H -0.7512 2.8356 -1.6953
21 H -0.2827 1.3391 -2.2352
22 H 0.5939 2.8862 1.5941
23 H -1.0346 2.8394 1.8551
24 H 3.0941 0.8967 -1.1800
25 H 1.7744 1.9274 -1.5084
26 H 0.7660 -0.4597 -2.1783
27 H 1.2226 0.6482 -3.3815
28 H 2.3268 -0.5634 -2.8763
29 H 0.2315 -0.0755 2.1650
30 H 1.5646 -1.0163 2.8317
31 H 0.3511 -1.7836 1.7446
32 H 3.4402 -0.9253 -0.3262
33 H 3.6384 -1.1828 1.4277
34 H 2.6803 -2.4249 0.4534

Calculated values
Molar mass, g mol⁻¹: 186.4
Structure (SMILES): CCC[Si](N)(N)C(CC)=C(C)C
Total charge: 0
Relative energy (zero: lowest compared OMol25 entry of this formula, charge and spin), kJ/mol: 110.65
Total energy, hartree: -755.10344



- What is the relative energy (zero: lowest compared OMol25 entry of this formula, charge and spin) in the second record?
  110.65 kJ/mol



Please write out number 1 again, unchanged.
The following is a DFT calculation (ωB97M-V/def2-TZVPD) of 2 unconnected molecules or ions with the total composition C9H22N2Si in a non-equilibrium geometry.

Positions of all 34 atoms, in Å:
1 C -1.8381 3.0792 -0.3579
2 C -1.9952 1.5813 -0.7447
3 Si -0.9325 0.3458 -0.0405
4 C 0.2632 0.5510 1.3712
5 C -0.4493 0.8145 2.7447
6 C 1.2420 1.6844 1.0506
7 N -1.1389 -1.2966 -0.5754
8 C -1.6349 -1.4791 -1.9282
9 C -1.5179 -2.2695 0.3778
10 H -1.9334 3.3770 0.6952
11 H -0.7362 3.3862 -0.6839
12 H -2.4763 3.7211 -1.0863
13 H -2.2417 1.2989 -1.7313
14 H 0.8654 -0.3498 1.4437
15 H 0.2360 0.6748 3.5967
16 H -0.7004 1.8448 2.5609
17 H -1.4075 0.3916 2.9035
18 H 1.8489 1.9153 2.0203
19 H 0.6074 2.5658 0.6245
20 H 1.9137 1.3688 0.2549
21 H -1.5396 -2.4862 -2.5746
22 H -2.7134 -1.2331 -1.8670
23 H -1.1504 -0.6495 -2.4528
24 H -0.8500 -2.1403 1.3033
25 H -2.5716 -2.3592 0.6274
26 H -1.1204 -3.1811 0.0132
27 C 3.5455 -0.6133 -0.7158
28 N 2.5782 -1.2520 -0.2196
29 C 2.1364 -2.4121 -0.9478
30 H 3.8281 0.3318 -0.2670
31 H 4.0115 -0.7277 -1.6484
32 H 2.5124 -2.4580 -2.0256
33 H 2.4476 -3.3059 -0.4942
34 H 1.0425 -2.1274 -1.0068

Calculated values
Molar mass, g mol⁻¹: 186.4
Structure (SMILES): C/C=[Si](\C(C)C)N(C)C.C=NC
Total charge: 0
Relative energy (zero: lowest compared OMol25 entry of this formula, charge and spin), kJ/mol: 491.17
Total energy, hartree: -754.95850